#i
C9H15NO2 in the gas phase, computed with wB97M-V/def2-TZVPD.

Results
SMILES string = CCC1(CC)C(=O)CCNC1=O
Spin multiplicity = 1
Kohn-Sham gap = 9.8858 eV
LUMO = 0.59 eV

Element x y z (Å)
C  -1.475  0.178  -2.422
C  -1.335  -0.601  -1.151
C  -0.219  -0.378  -0.157
C  -0.463  -1.503  0.827
C  -1.903  -1.385  1.163
C  1.311  -0.625  -0.674
O  1.543  -1.340  -1.577
C  2.384  0.404  0.080
C  1.778  0.917  1.581
N  0.704  1.799  1.233
C  -0.344  1.169  0.569
O  -1.426  1.622  0.369
H  -2.703  0.178  -2.677
H  -1.022  1.309  -2.226
H  -0.694  -0.313  -3.294
H  -2.380  -0.561  -0.845
H  -1.209  -1.735  -1.270
H  -0.207  -2.534  0.353
H  0.091  -1.565  1.710
H  -2.492  -2.242  0.399
H  -1.774  -1.548  2.373
H  -2.118  -0.159  1.252
H  2.530  1.557  -0.281
H  3.327  0.030  0.185
H  2.735  1.327  2.223
H  1.344  -0.061  2.348
H  0.307  2.409  1.891

Atomic partial charges in e from the Mulliken method, atoms 1 to 8: C -1.04; C -1.27; C 1.75; C -1.18; C -0.72; C 0.24; O -0.49; C -0.90


#ii
C9H15NO2 in the gas phase, computed with wB97M-V/def2-TZVPD.

Results
SMILES string = CCC1(CC)C(=O)CCNC1=O
Spin multiplicity = 1
Kohn-Sham gap = 10.0748 eV
LUMO = 0.54 eV

Element x y z (Å)
C  -0.477  -1.417  2.245
C  0.634  -1.143  1.323
C  0.271  -0.332  0.037
C  1.537  -0.519  -0.946
C  2.894  -0.321  -0.345
C  -0.990  -0.769  -0.599
O  -1.275  -1.974  -0.594
C  -1.925  0.112  -1.182
C  -1.504  1.602  -1.376
N  -0.661  2.036  -0.286
C  0.181  1.204  0.336
O  0.968  1.661  1.214
H  -0.174  -1.822  3.287
H  -1.043  -0.578  2.616
H  -1.154  -2.163  1.835
H  1.292  -0.426  1.767
H  0.989  -2.140  1.007
H  1.505  -1.477  -1.398
H  1.313  0.166  -1.775
H  3.602  0.066  -1.087
H  2.695  0.544  0.364
H  3.352  -1.126  0.216
H  -2.812  0.112  -0.580
H  -2.235  -0.324  -2.178
H  -2.443  2.190  -1.244
H  -0.984  1.698  -2.400
H  -0.544  3.035  -0.348

Atomic partial charges in e from the Mulliken method, atoms 1 to 8: C -1.54; C -0.96; C 2.04; C -0.87; C -1.18; C -0.23; O -0.62; C -0.57


Most stable of them? #ii.